## a
Density functional theory data (the ωB97M-V functional and the def2-TZVPD basis) for a 11-piece molecular cluster, C99H209N11O11 overall.

Last column: Mulliken charge in e.
Element x y z (Å)
O 1.41 -3.68 -3.70  0.54
O -4.84 0.77 -1.72  0.47
O 1.71 -1.03 -4.78  0.60
O 0.87 -6.56 2.34  -0.71
O 1.11 -1.35 -2.12  1.37
O 4.36 6.64 0.16  -0.40
O -2.05 7.24 2.42  -0.37
O -4.73 -2.74 1.46  0.21
O 1.59 2.34 7.04  -0.47
O 6.38 -5.27 -2.51  -0.32
O -6.57 1.21 4.43  -0.46
N 1.99 0.18 -5.43  0.15
N 2.68 2.20 6.22  0.27
N -6.12 1.03 -2.36  0.02
N 5.19 5.74 -0.54  0.56
N -4.97 -4.09 1.85  0.54
N -1.75 7.63 1.16  0.35
N 1.01 -4.99 -3.60  -0.56
N 0.86 -5.35 3.07  1.50
N -5.42 1.88 4.78  0.23
N 7.10 -4.13 -2.24  0.17
N 0.39 -0.89 -1.02  0.12
C 3.51 2.15 -5.97  -0.87
C -0.11 5.82 0.91  -2.66
C 3.86 0.29 7.46  -2.03
C -5.77 -4.16 3.10  2.18
C -5.22 -4.91 0.64  2.51
C -2.62 8.82 0.71  1.54
C -4.22 0.98 4.58  1.80
C -0.46 -5.14 -3.77  1.85
C -0.98 -6.65 -3.88  -1.27
C 0.54 -3.69 5.39  -1.16
C 3.42 0.58 -5.50  1.79
C -0.25 -7.61 -2.90  -0.71
C -2.29 9.25 -0.80  -1.28
C -0.66 0.85 1.12  0.26
C -0.90 -4.53 -5.14  -2.03
C 8.30 -4.21 -4.40  -1.96
C -0.58 -5.07 3.42  1.89
C 6.03 -3.01 -4.29  -1.58
C -0.40 1.33 -1.93  -1.03
C 1.88 -2.10 0.58  -0.74
C 7.33 -3.32 -3.51  1.79
C 4.16 5.59 -2.86  -0.86
C -0.62 -3.71 4.23  -0.22
C 2.49 2.52 -7.07  -1.10
C -1.28 -6.16 4.20  -1.90
C 1.01 -0.44 -7.77  -1.45
C -6.40 -1.38 -3.22  -1.97
C -8.08 0.34 -3.76  -1.30
C 0.31 -0.32 1.47  -0.07
C -4.00 0.52 3.11  -0.78
C 3.71 2.74 4.01  -1.80
C -2.90 1.68 5.07  -1.38
C 5.27 -2.96 -0.92  -1.15
C -0.83 -0.04 -1.31  2.81
C -2.76 3.10 4.50  0.53
C -7.16 -3.51 3.03  -1.87
C 1.16 2.88 4.31  -1.39
C 5.36 6.08 -1.93  1.11
C 2.14 -0.20 5.65  -1.76
C 2.50 3.01 5.00  2.39
C 6.63 5.33 -2.53  -1.32
C -5.02 -3.55 4.22  -2.24
C -5.33 3.36 2.65  -1.98
C -2.27 9.94 1.62  -1.96
C 6.76 -3.38 -0.98  2.03
C -1.29 6.57 0.24  2.43
C -8.13 2.58 -2.57  -1.15
C -4.11 8.44 0.82  -1.62
C 6.66 3.83 -2.06  0.38
C 2.32 0.34 0.18  -1.26
C 4.34 0.73 5.08  -2.21
C 5.60 7.57 -2.26  -1.97
C -4.48 -0.21 5.57  -2.26
C -0.77 7.26 -1.12  -1.32
C 1.19 -0.76 0.24  2.21
C 7.03 -4.36 0.21  -2.25
C 3.13 -5.80 -2.85  -1.90
C -6.45 -4.52 -0.16  -2.15
C 5.45 4.42 0.12  1.80
C 1.26 -7.36 -2.77  -1.53
C -5.71 0.52 -4.76  -1.40
C -6.62 2.81 -0.65  -2.16
C -1.59 0.37 -0.05  -1.06
C -0.48 0.37 -5.80  -1.70
C 4.02 1.35 3.76  1.37
C -5.39 3.23 4.27  1.93
C -6.54 0.15 -3.52  1.64
C 1.99 -6.40 5.07  -1.73
C 3.18 0.78 6.17  2.19
C -3.89 -4.77 -0.18  -1.95
C 1.29 -5.56 -1.05  -0.90
C -6.64 3.97 4.88  -1.72
C 2.07 -5.21 3.99  1.50
C 1.89 -3.83 4.72  -0.71
C 1.60 -5.82 -2.51  1.66
C 3.40 -5.21 3.14  -2.14
C 0.97 0.53 -6.43  1.31
C -2.36 5.47 -0.10  -2.04
C 7.59 -2.14 -0.78  -1.77
C 5.95 4.63 1.56  -1.93
C -8.52 1.79 -3.89  -0.86
C 4.17 3.55 0.05  -1.33
C -1.31 -4.87 2.12  -1.12
C -1.27 -4.40 -2.67  -0.40
C -1.83 8.13 -1.75  -0.61
C 6.64 3.74 -0.53  -1.49
C -6.66 2.43 -2.18  1.43
C -5.23 -6.37 1.11  -1.36
C 8.01 -1.93 -3.22  -1.37
C 2.59 4.50 5.44  -2.15
C 4.17 -0.29 -6.51  -1.69
C -5.86 3.60 -2.94  -1.77
C 7.53 -1.19 -1.95  0.23
C 1.07 2.11 -6.73  -0.98
C 4.25 0.57 -4.10  -1.45
C -6.18 -6.63 2.34  -1.03
C -5.88 -5.67 3.49  -1.06
C -4.10 3.91 4.80  -2.10
C -1.73 -0.98 -2.26  -0.93
H -2.85 1.72 6.16  0.51
H -0.45 -2.85 3.58  -0.21
H -0.44 -8.63 -3.24  0.56
H 6.37 -5.23 0.26  0.42
H 3.30 4.16 0.28  0.41
H -4.00 4.91 4.39  0.71
H 6.95 5.04 1.68  0.39
H 4.37 4.55 -3.12  -0.29
H -7.72 -3.32 3.95  0.46
H 2.71 2.02 -8.02  0.36
H 0.75 -2.23 -2.26  -0.43
H -1.15 1.79 -2.57  0.51
H 7.79 -1.28 -4.07  0.39
H 5.76 7.74 -3.32  0.42
H 3.15 0.07 8.26  0.42
H -1.27 0.78 -6.43  0.57
H 2.10 5.20 4.76  0.31
H -2.98 10.74 1.42  0.41
H -7.13 -2.67 2.33  0.21
H 3.41 -6.23 -3.81  0.56
H 0.87 2.66 -5.81  0.28
H 1.06 -6.15 1.49  0.08
H -5.03 -2.47 4.30  0.15
H -6.07 3.41 -4.00  0.43
H -2.03 4.72 -0.82  0.51
H 1.32 -0.76 -3.94  0.19
H 0.27 3.26 4.82  0.45
H -4.57 0.12 6.60  0.45
H 3.46 -4.59 2.24  0.22
H -7.28 3.51 5.64  0.33
H -0.14 1.78 0.92  0.13
H -2.54 3.14 3.43  -0.29
H -6.20 4.59 -2.64  0.42
H 2.51 -2.10 1.47  0.57
H 4.43 -0.32 4.80  0.55
H 1.35 -4.50 -0.78  -0.03
H 3.86 -0.07 -7.53  0.30
H 6.59 5.39 -3.61  0.42
H -4.25 -6.82 1.27  0.33
H 5.31 -2.32 -3.86  -0.13
H 4.66 8.11 -2.15  0.37
H 4.95 -2.47 0.00  0.65
H 7.61 4.20 -0.34  0.41
H 5.54 -3.95 -4.53  0.29
H -6.30 -3.55 -0.63  0.48
H -4.29 7.59 0.15  0.32
H 4.78 -3.93 -0.89  0.15
H -6.69 0.76 5.27  0.43
H 7.58 3.36 -2.41  0.57
H -6.83 -2.00 -4.01  0.51
H -4.16 4.05 5.88  0.44
H 2.62 3.58 -7.28  0.51
H 5.25 -0.35 -6.37  0.50
H -5.21 0.41 -0.91  0.17
H -2.10 -0.47 0.42  -0.71
H 3.51 -6.41 -2.03  0.42
H -3.97 -3.80 4.37  -0.09
H 3.50 2.92 -5.19  0.16
H -7.23 2.13 -0.07  0.55
H 0.83 1.87 4.09  -0.16
H 1.36 -0.23 6.41  0.59
H -3.51 1.31 2.54  -0.56
H -8.29 -0.14 -4.71  0.48
H 3.46 -6.22 2.73  0.50
H 3.65 4.66 5.64  0.45
H -6.78 -5.18 -0.96  0.43
H 1.63 0.07 4.72  -0.07
H -2.10 -1.80 -1.65  -0.30
H -0.87 -6.14 5.21  0.42
H -0.60 0.95 -4.88  0.12
H -2.59 -0.39 -2.60  0.16
H 0.50 -2.78 5.99  0.45
H 2.04 -3.19 3.86  -0.30
H -1.99 -4.54 -5.14  0.49
H 2.67 -3.62 5.46  0.75
H 4.50 2.22 -6.42  0.42
H 4.87 -2.31 -1.70  -0.17
H -1.89 3.55 4.97  0.22
H 3.25 5.54 -2.25  0.19
H -7.42 -4.30 0.29  0.34
H -3.51 -0.44 2.96  0.36
H 8.58 -2.52 -0.52  0.33
H -6.13 -7.66 2.72  0.44
H 1.95 -0.49 -8.32  0.26
H -2.91 -4.77 0.28  -0.41
H 1.23 3.36 3.33  0.28
H -0.34 6.52 -1.80  0.45
H -3.96 -5.45 -1.04  0.65
H 0.45 2.61 -7.47  0.47
H -3.81 -2.58 1.68  -0.03
H -0.71 -3.56 -2.25  -0.85
H -2.34 1.09 -0.37  0.81
H -8.67 -0.13 -2.98  0.40
H -1.20 -7.16 3.75  0.33
H -6.77 -5.84 4.11  0.38
H -1.27 7.53 2.90  0.32
H 3.61 0.92 -3.28  0.24
H 6.76 2.69 -0.27  0.52
H -2.06 -6.51 -3.82  0.42
H 2.03 2.52 7.87  0.41
H 3.56 -4.80 -2.80  0.02
H 2.55 -1.16 5.35  0.14
H 6.23 -2.45 -5.20  0.59
H -6.38 5.00 5.14  0.43
H 4.25 -5.15 3.82  0.39
H -2.02 1.10 4.80  0.34
H -5.43 -0.71 5.40  0.68
H -1.65 -4.96 -1.81  -0.12
H -1.30 -5.82 1.59  0.76
H -3.63 -0.87 5.44  0.29
H 5.37 5.34 2.14  0.54
H 0.91 -0.10 2.35  -0.31
H 0.02 2.08 -1.26  -0.27
H 0.06 7.85 -0.74  0.45
H 3.97 3.14 -0.94  0.14
H -5.79 1.57 -5.00  0.26
H -5.53 -3.82 5.14  0.65
H 3.90 -1.32 -6.28  0.28
H -6.09 2.75 2.16  0.68
H -7.21 -6.49 2.02  0.40
H -4.80 3.40 -2.74  0.25
H -7.07 3.79 -0.48  0.54
H 4.65 3.20 4.30  0.55
H 8.77 -3.84 -5.31  0.36
H 2.54 -2.41 -0.23  -0.33
H -0.58 -3.50 -5.27  0.08
H -7.31 4.09 4.03  0.36
H -1.56 -3.66 4.78  0.24
H -2.34 -5.97 4.33  0.24
H 7.29 -1.59 0.11  0.48
H 6.93 -5.89 -2.03  0.37
H -2.76 7.61 -1.95  0.24
H 4.96 1.34 3.20  0.67
H -0.81 -4.10 1.52  0.02
H -8.00 2.23 -4.74  0.33
H -5.82 4.29 2.33  0.77
H 4.28 2.72 0.76  0.20
H -1.24 -1.39 -3.14  -0.05
H 4.35 -0.67 7.29  0.31
H -1.51 8.61 -2.68  0.44
H -3.81 -3.77 -0.62  0.31
H -0.46 -5.10 -5.95  0.51
H 4.97 7.04 0.78  0.33
H 1.83 1.31 0.15  0.13
H 5.26 1.21 5.38  0.48
H -6.94 -1.65 -2.31  0.44
H -4.39 3.33 2.10  -0.30
H 5.87 3.66 2.06  0.29
H 6.52 -0.78 -2.06  -0.20
H 2.79 0.45 1.16  -0.03
H 2.08 4.74 6.37  0.42
H 6.44 7.87 -1.62  0.48
H 5.84 3.27 -2.52  -0.71
H -1.23 10.25 1.55  0.45
H 0.30 -4.35 6.22  0.41
H -0.33 -1.12 1.84  -0.44
H 1.84 -7.71 -3.63  0.51
H -5.58 -7.03 0.33  0.55
H 0.78 -1.46 -7.47  0.24
H -8.38 3.62 -2.78  0.49
H 1.83 -3.76 -4.56  0.21
H -1.23 1.06 2.02  -0.36
H -4.90 0.24 2.55  0.43
H -8.82 2.19 -1.82  0.42
H 4.31 -0.46 -3.74  -0.39
H 5.21 1.07 -4.15  0.66
H -4.66 0.31 -4.57  0.10
H -7.78 -4.23 2.51  0.41
H -0.70 -7.60 -1.91  0.15
H -0.86 -6.98 -4.91  0.41
H 3.90 6.14 -3.77  0.43
H 0.40 1.07 -2.62  -0.44
H 0.26 -0.13 -8.50  0.47
H -2.34 9.68 2.68  0.37
H -0.73 -0.67 -5.58  -0.02
H -5.60 2.58 -0.35  0.31
H 0.23 -5.70 -0.82  0.00
H -9.58 1.75 -4.14  0.42
H 8.15 -0.31 -1.83  0.47
H -2.05 -3.76 -3.07  0.62
H 1.84 -7.34 4.54  0.37
H -2.35 -4.66 2.34  -0.56
H -3.32 5.83 -0.46  0.26
H -5.87 -0.21 -5.55  0.44
H 7.02 -3.89 1.19  0.39
H 9.08 -1.99 -3.03  0.38
H 7.96 -4.91 0.34  0.49
H -5.37 -1.71 -3.14  0.16
H 3.04 0.39 -0.64  0.35
H -3.07 9.88 -1.22  0.37
H 1.84 -6.17 -0.34  0.91
H 0.32 4.99 0.35  0.30
H -1.47 9.96 -0.73  0.43
H -4.74 9.29 0.55  0.44
H 7.54 5.86 -2.25  0.39
H 0.68 6.54 1.14  0.60
H -4.50 8.01 1.74  0.33
H 9.10 -4.63 -3.79  0.47
H 3.21 0.87 3.20  -1.22
H 1.12 -6.33 5.72  0.32
H -0.34 5.49 1.92  0.53
H -2.76 4.99 0.79  0.30
H 3.58 3.25 3.05  0.34
H 1.15 -2.89 0.74  -0.80
H 4.61 1.02 7.76  0.51
H -5.04 -6.02 4.09  0.43
H 1.56 -8.08 -2.02  0.36
H 7.85 -5.13 -4.77  0.35
H 2.91 -6.33 5.65  0.46

As for the SMILES: CC1(C)CCCC(C)(C)N1O.CC1(C)CCCC(C)(C)N1O.CC1(C)CCCC(C)(C)N1O.CC1(C)CCCC(C)(C)N1O.CC1(C)CCCC(C)(C)N1O.CC1(C)CCCC(C)(C)N1O.CC1(C)CCCC(C)(C)N1O.CC1(C)CCCC(C)(C)N1O.CC1(C)CCCC(C)(C)N1O.CC1(C)CCCC(C)(C)N1O.CC1(C)CCCC(C)(C)N1O. The LUMO energy comes out at 0.4492 eV. The HOMO energy is -0.283 Eh. The multiplicity is 1.

***

## b
Density functional theory data (the ωB97M-V functional and the def2-TZVPD basis) for a 11-piece molecular cluster, C99H209N11O11 overall.

Last column: Mulliken charge in e.
Element x y z (Å)
O -1.68 4.97 4.14  0.55
O 6.43 -2.68 3.57  -0.49
O -5.47 -0.98 0.74  0.55
O -8.26 0.38 2.94  -0.41
O -1.74 3.60 -0.20  0.23
O 6.93 -0.93 -8.91  -0.45
O 1.91 -1.71 2.09  -0.23
O -1.38 1.77 -6.67  -0.53
O 5.17 3.13 5.58  -0.44
O -7.07 -3.22 -2.78  -0.62
O 1.47 -9.47 -1.05  -0.44
N -0.05 1.75 -6.09  0.55
N 2.32 -8.84 -1.98  0.17
N -6.37 -2.11 -3.33  0.92
N 6.90 -3.06 2.34  0.51
N 6.06 3.95 4.78  0.07
N -1.63 4.87 0.40  0.76
N 6.87 -1.62 -7.67  0.09
N -6.06 -1.80 1.78  1.24
N 1.09 -0.81 1.45  -0.07
N -2.10 4.70 5.41  0.00
N -7.91 1.60 3.46  0.97
C -8.11 -2.15 0.43  -1.84
C 2.28 2.27 -6.12  -1.27
C -2.84 5.72 0.31  1.82
C 8.73 -2.94 0.81  -1.42
C 3.20 -8.31 -4.22  -1.67
C 6.69 -0.65 -6.55  2.20
C -7.67 4.37 4.45  -1.02
C 4.26 5.21 3.67  -1.82
C 4.45 -2.34 -8.00  -1.63
C -1.22 1.61 -3.82  -1.33
C -4.99 -2.51 -3.85  1.97
C 0.75 4.69 1.00  -1.75
C 0.47 -1.49 0.25  2.87
C -0.10 1.11 -4.81  2.34
C 8.00 0.10 -6.39  -2.21
C -2.53 7.21 0.89  -0.98
C -8.31 1.87 4.84  1.21
C -7.80 0.72 5.77  -2.02
C 1.64 -10.26 -4.09  -1.59
C 2.52 1.39 -4.94  -0.36
C -4.24 -1.17 -4.20  -1.02
C -6.68 -3.86 3.65  -0.69
C 0.14 3.99 6.07  -1.93
C 5.73 -2.75 -5.13  -0.34
C 6.51 -1.39 -5.16  -1.34
C 8.45 4.26 3.91  -1.30
C -1.52 7.09 6.15  -1.69
C -1.78 3.59 7.70  -1.06
C 1.45 0.50 -7.78  -1.21
C -4.99 -3.48 -5.04  -1.94
C 6.84 -4.61 0.26  -1.02
C -0.77 0.86 1.49  -0.57
C -3.28 5.88 -1.17  -1.85
C 0.96 2.89 -8.11  -2.06
C 7.47 3.38 4.81  1.85
C 8.31 -2.72 2.31  1.93
C -6.45 -3.99 0.44  -0.07
C -8.31 -0.59 -3.11  -1.69
C -3.78 -2.83 2.55  -1.83
C 1.48 -1.80 -0.85  -2.00
C -3.06 5.88 7.56  -1.52
C -1.52 2.23 5.52  -2.19
C 0.28 0.08 2.32  3.67
C 5.11 3.05 2.52  -1.53
C -7.97 2.66 2.46  1.83
C -7.95 -1.72 -5.21  -1.95
C 5.48 4.27 3.47  1.71
C -2.64 6.03 6.03  1.87
C 0.74 -7.89 -3.90  -1.47
C 6.32 -4.32 1.77  1.82
C 8.30 -4.29 0.14  -1.02
C -6.93 2.40 1.36  -2.18
C -6.31 0.09 -4.50  -1.28
C 7.63 1.88 4.30  -2.00
C 1.86 -6.55 -1.06  -1.35
C -7.22 -1.13 -4.04  1.60
C 3.80 -6.94 -3.69  -0.69
C 6.62 -5.58 2.62  -1.71
C 0.18 5.63 -1.27  -1.92
C -9.36 2.89 1.68  -1.83
C 4.12 -7.11 -2.13  -1.13
C -7.61 3.23 5.34  -1.29
C -0.06 -2.86 0.58  -1.72
C 7.96 3.35 6.24  -2.06
C -1.52 0.16 0.36  0.17
C -4.00 4.96 1.09  -1.37
C 6.42 -3.78 -8.81  -1.86
C -0.13 6.97 0.82  -1.28
C -5.05 -1.99 2.86  2.42
C -9.93 1.95 4.92  -1.46
C -2.14 4.89 8.34  -0.96
C -1.32 3.72 6.18  1.93
C -0.16 -0.47 -5.00  -1.34
C 5.91 -2.74 -7.71  1.86
C 2.89 -7.65 -1.29  1.86
C -0.30 5.52 0.21  1.38
C 7.89 4.58 2.51  -0.68
C -4.95 -0.38 -5.26  -0.68
C 6.47 5.23 2.67  -1.42
C 4.79 -4.07 1.62  -1.48
C -7.02 -2.86 1.31  1.04
C -7.70 -3.46 2.62  -1.22
C 1.42 1.03 2.90  -2.33
C 1.92 -8.80 -3.43  1.42
C 8.58 -1.25 2.52  -2.76
C -0.53 -0.59 -0.52  -0.98
C 9.25 -3.44 3.26  -1.89
C -5.85 -2.59 4.08  -1.25
C -4.69 -0.60 3.33  -1.56
C -1.30 7.89 0.40  -0.76
C 1.06 1.82 -7.07  1.20
C -0.39 -0.70 3.48  -1.19
C -7.21 3.97 3.07  -0.89
C -4.32 -3.11 -2.55  -1.88
C 3.60 -7.91 0.05  -2.16
C -3.87 6.56 5.33  -2.22
C 1.27 1.43 -4.09  -0.29
C 5.64 0.37 -6.70  -1.79
C 6.01 -3.55 -6.36  -1.88
H -6.60 0.67 -5.38  0.40
H 5.58 -4.55 -6.30  0.54
H -4.46 5.65 5.18  0.51
H 3.78 5.43 2.72  0.29
H -5.56 0.00 3.58  -0.35
H 1.36 -2.48 2.28  0.39
H 8.28 -0.82 3.47  0.72
H -2.56 2.00 5.31  0.57
H -2.31 4.50 3.59  -0.10
H 4.30 -8.73 -0.06  0.49
H 6.47 -3.32 -9.80  0.45
H -4.30 6.25 -1.24  0.43
H -8.39 -2.71 -5.08  0.38
H -2.56 6.44 -1.76  0.37
H 8.62 5.16 4.51  0.43
H -2.61 2.90 7.88  0.49
H -7.20 1.57 0.71  0.17
H 8.66 1.53 4.42  0.61
H -0.53 1.83 1.05  -1.09
H -5.99 2.17 1.87  0.24
H -4.21 -0.05 2.53  -0.17
H -4.60 -2.65 -1.61  0.14
H -10.13 2.84 4.32  0.31
H -2.43 7.11 1.97  0.07
H -1.81 2.62 -6.58  0.31
H -7.02 -2.97 -1.85  -0.43
H -3.62 4.79 2.10  -0.61
H 2.71 -8.33 0.53  0.57
H 0.71 3.10 6.31  0.53
H -1.94 8.07 6.36  0.52
H 5.95 5.52 1.76  0.43
H 8.39 -2.18 0.10  0.47
H -6.84 3.24 0.66  0.76
H -5.45 -3.12 -5.96  0.33
H 0.35 4.69 -1.80  0.52
H 5.77 1.17 -5.97  0.48
H -8.49 -1.34 1.04  0.38
H 10.20 -2.91 3.27  0.45
H -5.46 -4.31 0.76  0.22
H 9.32 3.63 3.74  0.39
H 0.78 3.91 -7.79  0.39
H 3.24 2.27 -6.63  0.36
H 2.19 -5.58 -0.70  0.13
H 8.28 0.51 -7.36  0.41
H 6.54 -5.64 0.09  0.37
H 8.05 3.68 1.91  0.33
H 3.69 -2.34 -7.22  0.20
H -5.54 -4.34 -4.67  0.46
H 2.97 -8.17 -5.28  0.55
H -7.34 -4.17 4.47  0.48
H 0.68 -3.64 0.40  0.35
H -7.03 5.21 4.73  0.53
H 5.61 -4.50 -8.92  0.42
H -7.91 -0.33 -2.13  -0.02
H 1.08 -7.43 -4.83  0.31
H -0.27 -1.07 -4.10  0.11
H -1.23 0.98 -2.93  -0.19
H -3.25 -2.90 -2.51  0.56
H 7.42 -4.21 -8.75  0.41
H 1.58 0.68 -3.35  -0.45
H 1.42 -6.22 -2.00  0.13
H -7.25 4.86 2.44  0.52
H 8.03 0.76 -5.53  0.41
H 3.66 4.62 4.36  0.54
H 0.84 -10.94 -3.78  0.33
H 3.95 -3.06 -8.65  0.45
H 4.90 -7.87 -2.21  0.56
H -1.22 -1.14 -1.16  0.25
H 0.09 2.86 -8.76  0.42
H 2.13 3.27 -5.71  0.47
H -8.95 -1.43 -2.85  0.44
H -4.40 0.55 -5.40  0.27
H 3.23 2.05 -4.43  0.41
H -4.41 -4.17 -2.32  0.36
H 4.47 -4.55 0.69  -0.26
H -1.19 5.32 8.66  0.38
H 4.16 3.17 2.00  0.23
H 7.01 -4.00 -6.38  0.44
H -4.30 4.05 0.58  0.50
H 5.33 3.48 6.46  0.34
H 0.47 4.83 6.68  0.37
H -0.48 6.30 -1.82  0.21
H 1.95 0.45 3.65  0.48
H -7.31 -2.05 -6.03  0.30
H 0.78 -0.82 -5.44  0.06
H 2.04 1.41 2.09  0.58
H 1.93 -0.19 -7.09  -0.03
H -4.62 7.02 5.97  0.44
H 8.84 -0.55 -6.15  0.51
H 2.62 -10.74 -4.11  0.44
H -0.99 -0.65 -5.67  0.37
H 0.02 0.13 -1.13  -0.47
H -0.91 3.19 8.24  0.33
H -5.14 -0.87 -6.22  0.48
H 7.68 2.44 6.77  0.41
H 3.18 -6.06 -3.91  0.31
H -8.95 0.16 -3.58  0.52
H 8.87 -3.69 4.25  0.29
H 8.47 5.37 2.03  0.39
H 0.67 0.03 -8.37  0.31
H 2.23 -2.47 -0.43  0.28
H 6.52 6.12 3.30  0.54
H 4.83 2.16 3.09  0.41
H 1.80 2.83 -8.80  0.38
H 1.02 -2.48 -1.57  0.41
H -3.28 6.88 7.93  0.55
H -2.19 -0.47 0.94  -1.36
H -6.40 -3.61 -0.58  -0.26
H -6.09 -4.68 3.26  0.37
H -3.92 -0.58 4.10  0.67
H -10.26 1.01 4.48  0.28
H -1.21 3.74 -0.99  0.13
H -3.98 -3.83 -5.23  0.39
H 0.86 7.23 0.43  0.68
H -2.50 4.60 9.32  0.46
H -1.24 8.05 -0.67  0.38
H 3.86 -7.08 0.70  0.27
H 0.97 -6.90 -0.53  0.46
H -5.88 -0.14 0.92  -0.34
H 3.95 -9.09 -4.36  0.44
H -5.15 -3.01 4.81  0.50
H -8.68 4.78 4.45  0.37
H 0.21 -0.63 4.38  0.35
H 9.62 -0.97 2.34  0.52
H 0.73 -8.85 -1.04  0.41
H -2.19 1.24 -4.15  -0.01
H 4.66 -2.59 -4.99  0.25
H 8.14 -0.65 1.72  0.42
H -8.31 -4.33 2.38  0.43
H -8.32 -2.65 3.00  0.17
H 0.53 4.43 5.14  0.05
H -7.38 0.02 3.03  0.10
H 7.73 4.13 6.96  0.44
H 1.04 1.96 3.32  0.07
H 4.63 -6.64 -4.33  0.44
H 9.58 -4.38 2.82  0.43
H 2.15 0.87 -8.53  0.49
H -1.42 -0.39 3.68  -0.20
H -3.26 -1.45 -4.60  0.19
H 6.33 -5.39 3.65  0.49
H 8.83 -5.16 0.53  0.35
H 0.40 -7.08 -3.25  0.28
H -0.27 7.04 1.89  0.13
H -9.21 3.12 0.62  0.45
H -1.19 2.68 -3.61  0.73
H 1.16 6.11 -1.20  0.48
H 5.65 0.87 -7.67  0.43
H -3.42 7.79 0.64  0.53
H -1.15 1.37 6.07  0.50
H -4.91 5.56 1.19  0.48
H 2.91 0.38 -4.98  0.22
H -3.84 7.18 4.43  0.32
H -2.18 0.77 -0.26  0.78
H -1.61 1.14 2.13  0.55
H 7.08 1.19 4.95  0.50
H 1.52 -10.08 -5.15  0.39
H 5.89 2.81 1.80  0.29
H -6.77 0.81 6.09  0.31
H -8.05 -0.27 5.38  0.39
H -6.54 -1.95 4.63  0.00
H 5.92 -0.96 -4.34  0.26
H -6.11 0.77 -3.68  0.34
H 4.25 -4.49 2.46  0.38
H -6.56 3.01 5.54  0.39
H -3.27 4.85 -1.54  0.33
H -1.12 8.80 0.98  0.44
H -10.27 1.95 5.96  0.46
H 4.46 -6.17 -1.70  0.10
H -8.39 0.80 6.69  0.61
H 7.83 -1.09 -9.18  0.37
H 4.28 -1.41 -8.55  0.33
H -8.05 3.42 6.32  0.35
H -0.31 -1.77 3.35  0.34
H -7.08 -4.87 0.41  0.38
H -8.89 -2.82 0.07  0.43
H -3.59 -2.62 1.49  0.25
H -1.03 -3.15 0.16  0.09
H -8.80 -1.12 -5.55  0.45
H 1.63 5.27 1.30  0.35
H 6.11 -1.83 3.26  0.37
H 8.63 -4.26 -0.90  0.41
H -1.07 7.33 5.18  0.16
H 4.57 6.17 4.08  0.35
H 0.21 4.49 1.92  0.16
H 7.67 -5.87 2.72  0.33
H -9.94 1.97 1.65  0.41
H 5.96 -3.40 -4.29  0.38
H -2.87 -2.62 3.11  0.42
H -10.04 3.64 2.06  0.38
H -0.19 -8.40 -4.14  0.44
H 4.50 -3.03 1.46  0.50
H -6.14 3.99 3.23  -0.06
H 6.18 -6.44 2.12  0.35
H 2.07 -1.05 -1.38  0.22
H -0.83 7.01 6.99  0.35
H 9.05 3.33 6.16  0.46
H 6.30 -4.02 -0.48  0.38
H 1.03 3.75 0.53  0.25
H -3.81 -3.91 2.71  0.32
H 7.44 1.66 3.25  0.32
H -3.98 -0.65 -3.27  0.38
H 9.81 -2.98 0.72  0.50
H -4.11 5.60 7.63  0.49
H 1.17 2.40 -3.61  0.09
H -7.68 -1.61 -0.42  0.10
H 7.44 -1.47 -4.59  0.40
H -0.44 -2.87 1.60  0.44
H -0.93 2.19 4.60  0.04
H 4.59 0.11 -6.53  0.12

As for the SMILES: CC1(C)CCCC(C)(C)N1O.CC1(C)CCCC(C)(C)N1O.CC1(C)CCCC(C)(C)N1O.CC1(C)CCCC(C)(C)N1O.CC1(C)CCCC(C)(C)N1O.CC1(C)CCCC(C)(C)N1O.CC1(C)CCCC(C)(C)N1O.CC1(C)CCCC(C)(C)N1O.CC1(C)CCCC(C)(C)N1O.CC1(C)CCCC(C)(C)N1O.CC1(C)CCCC(C)(C)N1O. The LUMO energy comes out at 0.2697 eV. The HOMO energy is -0.294 Eh. The multiplicity is 1.

***

Most stable = a